Entry 1:
The following is a quantum chemistry calculation of a structure of composition C31H36BiBr2N2O7PS2, from OMol25.

## Properties
Total charge   -1
Largest force on an atom   0.007 Eh/bohr
<S²>   0.773
Spin multiplicity   2
Gap between HOMO and LUMO (spin up / spin down)   4.997 / 7.855 eV
Energy relative to the best compared isomer or geometry (same formula, charge and spin)   36.3 kJ/mol

Last column: Löwdin charge in e.
Cartesian coordinates (Å):
Bi  0.053  -0.484  0.225  1.72
C  -4.456  -3.439  4.565  -0.08
C  -4.066  -3.550  3.111  -0.31
O  -4.259  -2.263  2.507  -0.35
P  -3.515  -1.866  1.146  -0.12
S  -4.159  -0.101  0.623  0.31
S  -1.544  -2.231  1.456  0.34
O  -4.046  -3.013  0.171  -0.34
C  -3.279  -3.679  -0.854  -0.28
C  -4.088  -3.717  -2.127  -0.07
H  -4.267  -4.386  5.075  0.07
H  -5.513  -3.192  4.666  0.07
H  -3.869  -2.660  5.050  0.08
H  -4.692  -4.271  2.580  0.12
H  -3.023  -3.857  3.013  0.07
H  -3.063  -4.684  -0.485  0.12
H  -2.328  -3.168  -1.000  0.06
H  -5.021  -4.264  -1.982  0.07
H  -3.506  -4.211  -2.909  0.08
H  -4.317  -2.706  -2.461  0.07
O  -1.519  1.706  1.312  -0.19
C  -1.400  2.993  0.755  -0.21
C  -1.424  3.018  -0.759  -0.27
C  -2.075  4.040  -1.438  -0.03
C  -2.030  4.060  -2.823  -0.07
C  -1.343  3.057  -3.484  -0.06
C  -0.731  2.072  -2.725  -0.17
N  -0.762  2.052  -1.394  0.07
H  -2.411  1.336  1.159  -0.05
H  -0.436  3.383  1.091  0.12
H  -2.178  3.664  1.135  0.12
H  -2.614  4.799  -0.886  0.11
H  -2.535  4.842  -3.377  0.10
H  -1.296  3.018  -4.564  0.10
H  -0.194  1.260  -3.202  0.09
Br  2.461  3.531  -0.984  0.58
C  3.491  1.906  -1.110  -1.04
Br  2.614  0.505  -2.090  0.66
H  3.644  1.534  -0.106  -0.03
H  4.401  2.149  -1.641  -0.01
O  2.384  -3.812  -0.920  0.04
C  1.566  -2.907  -0.883  -0.61
O  1.520  -2.037  0.114  -0.29
C  0.574  -2.692  -1.959  -0.26
C  0.608  -3.454  -3.120  -0.03
C  -0.286  -3.218  -4.137  -0.05
C  -1.285  -2.198  -3.965  -0.18
C  -2.248  -1.906  -4.937  -0.07
C  -3.229  -0.949  -4.727  -0.12
C  -3.269  -0.271  -3.513  -0.11
C  -2.324  -0.538  -2.536  -0.10
C  -1.304  -1.473  -2.741  -0.26
N  -0.347  -1.687  -1.769  -0.09
H  1.367  -4.221  -3.184  0.11
H  -0.259  -3.787  -5.058  0.09
H  -2.220  -2.461  -5.869  0.10
H  -3.967  -0.746  -5.494  0.09
H  -4.049  0.453  -3.311  0.10
H  -2.387  -0.018  -1.586  0.04
C  5.707  0.281  6.695  -0.06
C  4.725  0.239  5.552  -0.28
C  3.648  1.114  5.501  -0.02
C  2.742  1.093  4.446  -0.20
C  1.577  2.046  4.397  -0.03
C  2.934  0.169  3.422  -0.06
C  4.007  -0.721  3.440  -0.19
C  4.206  -1.695  2.308  -0.02
C  4.887  -0.673  4.515  -0.02
C  1.962  0.118  2.274  -0.66
O  2.205  0.752  1.227  -0.11
O  0.923  -0.596  2.427  -0.17
H  5.308  0.851  7.535  0.07
H  6.647  0.748  6.393  0.08
H  5.942  -0.724  7.050  0.07
H  3.504  1.829  6.306  0.11
H  1.530  2.653  5.301  0.07
H  0.635  1.504  4.292  0.09
H  1.661  2.714  3.536  0.09
H  3.266  -2.148  1.987  0.08
H  4.896  -2.489  2.594  0.08
H  4.616  -1.188  1.432  0.09
H  5.720  -1.369  4.543  0.11

Entry 2:
The following is a quantum chemistry calculation of a structure of composition C31H36Br2N8SY, from OMol25.

## Properties
Total charge   +1
Largest force on an atom   0.009 Eh/bohr
Spin multiplicity   1
Gap between HOMO and LUMO   7.575 eV

Last column: Löwdin charge in e.
Cartesian coordinates (Å):
Y  -0.092  -0.858  0.434  1.41
C  -1.062  2.193  1.985  -0.19
N  -1.089  0.729  2.007  -0.11
C  -1.434  0.100  3.085  -0.13
C  -1.423  -1.316  3.166  -0.37
C  -1.716  -2.125  4.258  -0.03
C  -1.505  -3.444  3.833  -0.07
C  -1.097  -3.373  2.508  -0.17
N  -1.038  -2.090  2.083  -0.12
C  -0.959  2.890  3.318  -0.24
C  -1.959  3.758  3.734  -0.04
C  -1.860  4.421  4.951  -0.07
C  -0.757  4.216  5.763  -0.08
C  0.248  3.345  5.357  -0.07
C  0.149  2.687  4.142  -0.06
H  -1.953  2.555  1.465  0.11
H  -0.211  2.488  1.359  0.10
H  -1.720  0.645  3.984  0.14
H  -2.036  -1.788  5.230  0.11
H  -1.630  -4.342  4.414  0.10
H  -0.831  -4.179  1.840  0.10
H  -2.826  3.916  3.104  0.11
H  -2.646  5.095  5.264  0.11
H  -0.677  4.728  6.712  0.11
H  1.107  3.178  5.993  0.11
H  0.925  1.996  3.831  0.06
Br  -4.126  -0.765  0.739  0.67
C  -4.401  -2.549  0.067  -0.99
Br  -2.844  -3.282  -0.804  0.67
H  -5.200  -2.516  -0.662  0.00
H  -4.638  -3.186  0.909  0.01
C  2.367  3.405  -2.292  0.02
C  2.485  3.003  -0.871  -0.31
N  2.917  3.734  0.107  0.15
N  2.836  2.931  1.210  0.06
C  2.357  1.712  0.947  -0.76
S  2.117  0.372  1.928  0.69
N  2.126  1.761  -0.390  -0.08
N  1.586  0.650  -1.044  0.07
H  2.697  4.436  -2.391  0.10
H  1.334  3.336  -2.638  0.09
H  2.987  2.775  -2.930  0.09
H  3.125  3.273  2.113  0.17
H  2.322  -0.047  -1.170  0.09
H  1.250  0.922  -1.967  0.10
C  3.122  -1.480  -3.249  -0.08
C  2.056  -1.891  -4.265  -0.19
C  0.799  -1.038  -4.287  -0.16
C  0.539  -0.318  -5.451  -0.04
C  -0.550  0.529  -5.565  -0.06
C  -1.403  0.681  -4.488  -0.04
C  -1.184  -0.011  -3.303  -0.18
C  -2.108  0.226  -2.139  -0.23
C  -1.744  1.481  -1.348  -0.10
C  -0.097  -0.892  -3.206  -0.19
N  0.134  -1.541  -1.963  -0.04
C  0.409  -2.817  -1.944  -0.15
C  0.971  -3.408  -0.796  -0.36
C  1.390  -4.728  -0.582  -0.02
C  2.063  -4.731  0.636  -0.07
C  2.028  -3.417  1.111  -0.16
N  1.383  -2.601  0.263  -0.10
H  4.057  -2.001  -3.453  0.08
H  2.839  -1.740  -2.227  0.05
H  3.331  -0.408  -3.312  0.07
H  1.826  -2.947  -4.129  0.10
H  2.493  -1.828  -5.262  0.11
H  1.216  -0.430  -6.290  0.11
H  -0.733  1.065  -6.486  0.11
H  -2.262  1.338  -4.562  0.12
H  -2.155  -0.662  -1.504  0.00
H  -3.131  0.341  -2.503  0.13
H  -0.714  1.459  -0.962  0.03
H  -2.424  1.643  -0.513  0.05
H  -1.790  2.359  -1.995  0.09
H  0.235  -3.453  -2.810  0.15
H  1.232  -5.561  -1.248  0.11
H  2.532  -5.573  1.116  0.10
H  2.435  -3.036  2.036  0.11